Record 1
A molecular structure, C32H58Ge3N4O2S3Si3Y. Source: the Open Molecules 2025 dataset; level of theory: ωB97M-V/def2-TZVPD.

Multiplicity   2
HOMO energy (alpha / beta)   -0.231 / -0.292 hartree
HOMO-LUMO gap (alpha / beta)   5.90 / 7.12 eV
Energy above the lowest of the compared OMol25 structures with the same formula, charge and spin   13.29 kcal per mole

Element x y z (Å)
H 1.125 5.137 -1.646
H 3.878 4.170 -3.612
H -5.326 -0.743 0.238
H -4.136 -2.019 0.022
H 0.219 2.775 4.039
H -2.235 3.397 3.964
Si -1.904 1.593 -4.184
H -2.634 3.525 -2.813
Ge -1.748 -1.040 1.871
C -1.284 -2.749 0.942
S -1.504 4.311 -0.275
C 1.198 3.790 -5.424
C 3.123 -0.780 -2.981
C -4.839 -4.127 3.979
S -0.745 1.526 -0.941
H -0.005 -4.498 1.242
H 3.093 -1.751 5.406
H -4.849 -1.739 1.608
C -2.145 -1.482 3.758
H 1.464 2.885 -5.975
C -5.184 -2.534 5.738
H -0.818 -2.519 -0.018
C -5.566 -3.694 5.079
H -0.636 -1.748 -3.937
Y 0.889 0.333 0.916
H 0.792 -2.777 -3.775
H 4.976 -3.688 2.235
H 2.611 0.442 4.243
C 1.817 -0.091 4.770
C -4.078 -1.818 5.305
H -3.185 -3.745 2.675
N 6.894 2.982 0.286
C -0.368 -3.625 1.792
H 1.361 6.018 -3.163
H 0.104 -1.995 -2.351
H -0.881 -3.982 2.688
H 2.473 0.672 -5.686
H 0.796 0.248 -6.043
C 5.339 0.970 -0.078
C 3.288 3.337 -3.220
N 4.581 -2.821 1.883
N 2.830 1.123 -0.528
Ge 0.074 0.236 3.847
H -5.754 -2.180 6.588
O 1.698 -1.693 0.042
H -3.678 3.326 -4.229
H 1.813 4.608 -5.807
H -0.647 2.075 5.402
H 2.793 -3.841 1.327
H 0.502 -3.065 2.150
H -0.204 5.275 -2.794
C -1.253 -0.970 4.619
H 3.659 2.418 -3.677
H -3.038 0.305 -2.368
C -3.740 -3.404 3.542
H 2.203 -2.044 3.901
H -5.133 -5.028 3.456
H -2.733 1.435 -6.504
N 6.048 -1.443 0.366
H -3.791 -0.904 5.809
H -3.056 0.282 0.130
H -3.727 0.522 1.723
C -0.554 2.054 4.311
H 1.740 0.361 5.764
H 2.037 -1.006 -6.004
S 0.828 3.065 1.110
C -0.454 3.096 -0.017
C 3.975 1.104 -0.357
C 1.697 -0.082 -5.528
H 3.048 -1.120 -1.949
H -2.659 1.685 3.907
Ge 0.238 1.608 -3.067
C 3.440 -3.042 0.964
H 1.368 -2.112 5.439
Si 1.435 -0.383 -3.688
C -4.478 -1.243 0.712
H -4.033 0.407 -3.819
H -2.691 -0.737 -3.755
C 0.875 5.150 -2.708
H 4.260 -2.236 2.660
H -6.431 -4.252 5.414
H -1.443 0.263 -6.248
H 3.815 -3.307 -0.023
O 2.879 -0.850 1.712
C -3.333 -2.246 4.204
H -1.051 1.968 -6.508
C -1.758 1.286 -6.032
C 2.622 -1.765 0.888
H 3.813 0.063 -3.023
H 3.539 -1.593 -3.584
C -1.882 2.412 3.653
H -2.211 -3.282 0.711
C -2.643 3.284 -3.878
H 5.324 -2.301 1.327
Si 1.471 3.610 -3.572
H 3.461 3.276 -2.146
C 5.737 -0.336 0.187
H -1.793 2.433 2.564
H -1.359 -1.151 5.691
C -3.365 -0.246 1.034
C 2.144 -1.576 4.890
C 6.198 2.078 0.127
C -3.011 0.263 -3.458
H -2.079 4.059 -4.402
C 0.315 -1.862 -3.415
H 0.155 4.026 -5.645

Record 2
5 unconnected molecules or ions with the total composition C32H59IO11. Source: the Open Molecules 2025 dataset; level of theory: ωB97M-V/def2-TZVPD.

Multiplicity   1
HOMO energy   -0.338 hartree
SMILES string   O=COCCC1=C(CCCI)C(=O)C(CC(=O)O)=C(CCO)C1=O.CCOCC.CCOCC.CCOCC.CCOCC
HOMO-LUMO gap   8.09 eV

Element x y z (Å)
H -2.209 6.299 -2.512
H -0.433 -2.458 2.748
H -3.639 2.274 -3.395
H -1.672 3.593 -0.088
C 5.128 -0.947 0.976
H 5.983 1.585 0.230
C -0.296 -3.346 2.129
H -0.656 0.849 -0.993
H 1.813 -2.785 3.253
C 7.169 1.052 1.904
O -2.638 1.192 -1.100
H -4.157 2.762 -8.863
H 4.138 -4.239 0.882
H -4.011 -11.186 2.234
H -1.592 -10.712 2.526
H -4.860 4.792 -6.679
H -1.813 -10.430 4.241
C -1.317 1.709 -1.112
O -1.092 7.960 -1.982
H 7.091 0.776 2.963
H -2.058 -7.786 5.328
H -3.532 -7.292 3.396
C 5.818 1.466 1.308
H -3.644 1.366 -7.238
C 3.556 0.631 1.989
H -0.002 3.038 -0.047
H 8.835 2.058 2.197
O 1.223 1.794 3.937
H -3.208 1.302 -5.543
C 1.003 -3.178 1.317
O 7.960 2.257 1.845
C -3.206 1.950 -6.421
H 3.496 2.724 1.722
C -1.979 6.962 0.082
H -3.854 8.220 -2.199
C -4.791 3.517 -8.396
O 5.331 -3.923 3.452
H -1.221 2.261 0.971
C 5.895 -3.995 2.123
C 6.281 -4.238 4.366
H 0.732 2.552 4.291
H -5.764 3.059 -8.209
O 1.480 -0.417 2.271
H -1.138 6.269 0.148
C -3.469 -8.310 3.783
H 2.749 -4.003 2.410
C 4.329 -2.157 1.350
C -1.573 8.215 -0.674
C 2.639 -0.530 2.078
H 5.584 2.438 1.737
H -2.399 8.935 -0.706
H -2.966 -9.252 5.681
H -1.331 2.886 -5.906
C -3.039 -8.257 5.239
H -1.174 1.455 -6.941
H 5.465 -3.424 0.112
O 6.081 -1.096 0.287
H -3.700 2.811 -0.372
C -3.678 2.143 -1.241
C -1.991 7.313 -2.866
C -3.548 -11.232 3.221
H -3.757 -7.683 5.825
H 6.104 -5.050 1.908
H -4.471 -8.742 3.684
C -2.308 -10.354 3.266
C -3.615 2.940 -2.532
H 6.841 -3.451 2.038
C 4.747 0.422 1.471
H 7.683 0.307 1.296
O 6.040 -4.365 5.499
H -2.701 3.533 -2.602
C 3.145 -1.935 1.882
C 3.205 2.016 2.498
H -0.757 8.706 -0.143
H -1.089 2.142 -2.094
H -3.904 7.554 -3.830
O 1.055 2.842 2.001
H -2.301 7.217 1.093
H -3.285 -12.268 3.438
H -4.917 4.333 -9.109
H 7.319 -4.343 4.004
H -3.053 9.078 -3.510
H 1.065 -4.047 0.657
C 1.732 2.262 2.758
H -4.610 1.576 -1.216
C 4.924 -3.505 1.060
H -2.800 6.437 -0.408
H -3.237 4.540 -7.286
H -1.715 2.989 -7.621
C -1.036 2.709 -0.005
O -4.043 3.048 -6.099
C -3.276 8.085 -3.114
H 0.902 -2.248 0.755
H -4.297 -10.919 3.950
C -4.193 4.038 -7.100
C 2.225 -3.062 2.275
I -0.171 -5.071 3.438
O -2.555 -8.997 2.945
H -1.456 7.201 -3.810
H -1.168 -3.437 1.483
H -4.463 3.623 -2.598
H 3.837 2.264 3.356
C -1.775 2.344 -6.744

Record 3
10 unconnected molecules or ions with the total composition C32H59NO9. Source: the Open Molecules 2025 dataset; level of theory: ωB97M-V/def2-TZVPD.

Multiplicity   1
HOMO energy   -0.335 hartree
SMILES string   c1ccncc1.CC(C)=O.CC(C)=O.CC(C)=O.CC(C)=O.CC(C)=O.CC(C)=O.CC(C)=O.CC(C)=O.CC(C)=O
HOMO-LUMO gap   9.36 eV
Energy above the lowest of the compared OMol25 structures with the same formula, charge and spin   3.37 kcal per mole

Element x y z (Å)
H -2.552 0.359 2.032
C -0.136 1.370 -4.189
H 6.565 -0.538 2.753
H -3.532 -3.971 2.612
O -1.740 -6.592 1.820
C -0.290 4.268 -0.960
C -4.469 0.477 -1.560
C -0.960 -4.414 2.370
C 7.352 -3.107 -1.013
H -4.349 -0.584 4.947
H 7.306 -2.476 -1.900
C -2.564 -2.645 -4.893
C -0.563 -2.395 -5.929
O 3.413 -1.010 2.522
H 5.688 -2.012 2.547
O -5.574 -0.331 2.350
H -3.466 3.018 -0.382
C -3.439 -5.037 2.385
H 1.169 -1.987 -4.741
H 3.243 1.852 -4.823
H -0.746 -4.321 3.438
O -5.090 1.481 -1.806
H -0.643 1.126 -3.263
H -2.933 4.515 0.431
H -4.457 -1.530 -0.720
C 0.094 -2.118 -4.745
C -4.472 -0.251 2.834
H -5.686 -0.437 -0.075
H -3.267 1.422 3.255
O 5.669 -4.416 0.061
H -0.005 -2.451 -6.859
C 2.252 1.511 -5.128
C 4.389 -0.374 2.842
C -2.009 -5.463 2.155
H -1.250 -3.459 1.934
O -0.136 3.765 2.585
C -0.661 -2.024 -3.586
C 0.953 -1.589 0.250
C 4.997 -2.199 -0.496
H 0.832 -1.844 -0.805
H 2.377 0.511 -5.547
C -5.158 -0.736 -0.980
H 3.717 1.149 4.123
C 5.977 -3.355 -0.442
H 4.053 -2.559 -0.086
H -0.338 0.687 -5.011
H 0.484 6.769 2.312
H 5.808 -1.315 4.172
H -4.549 -2.059 3.980
H -2.117 2.997 0.734
H -2.975 -1.220 4.029
H -2.566 -0.454 -1.213
C -2.600 3.587 -0.048
H 0.561 1.802 0.748
H 7.830 -4.047 -1.289
C 1.196 0.974 0.435
C -3.488 0.795 2.384
C -2.984 0.379 -1.771
H 5.249 1.540 3.356
H 3.712 1.600 2.397
H -3.928 1.416 1.609
C 0.979 5.856 2.652
C -2.013 -2.331 -3.661
C -0.051 4.849 3.108
H 0.075 3.717 -0.094
C -0.956 5.251 4.248
H 1.716 6.130 3.406
H 5.294 -1.371 0.151
H 1.854 2.183 -5.886
H 1.524 5.432 1.805
H -0.454 2.363 -4.528
H -0.350 5.209 5.158
C 1.348 1.480 -3.925
N -1.864 -2.651 -6.021
H -2.600 -2.409 -2.756
C -4.059 -1.088 4.027
H -1.389 6.237 4.122
C 0.312 -0.247 0.463
H -2.745 0.282 -2.835
H -0.165 5.322 -0.691
H -0.257 -1.752 -2.620
O -2.219 4.103 -2.323
H 0.558 -2.362 0.899
H -5.887 -1.136 -1.686
H 2.004 0.874 1.157
H 2.025 -1.519 0.441
O 1.785 1.594 -2.804
H 0.323 4.027 -1.826
C -1.744 3.984 -1.219
H -4.034 -5.184 1.482
O -0.881 -0.144 0.642
H 1.542 1.149 -0.587
H -1.722 4.482 4.358
C 4.269 1.100 3.183
H -3.615 -2.913 -4.955
C 5.688 -1.079 3.117
H 4.843 -1.848 -1.515
H 7.991 -2.623 -0.272
H -0.006 -4.695 1.916
H -3.879 -5.596 3.210
H -2.440 1.278 -1.481

Record 4
A molecular structure, C32H60BeN2O2P3. Source: the Open Molecules 2025 dataset; level of theory: ωB97M-V/def2-TZVPD.

Multiplicity   1
HOMO energy (alpha / beta)   -0.257 / -0.286 hartree
HOMO-LUMO gap (alpha / beta)   4.94 / 5.88 eV
Energy above the lowest of the compared OMol25 structures with the same formula, charge and spin   5.10 kcal per mole
Total charge   +1

Element x y z (Å)
C -1.091 3.563 -0.839
C -2.788 -1.711 -4.504
H 3.584 2.556 -0.241
H -2.144 1.550 -3.449
H 2.198 5.106 -2.435
H 2.079 1.166 -4.916
C 1.144 2.451 -2.646
C 2.956 -1.255 -2.691
H 3.547 -2.163 -2.625
C -0.582 2.012 3.002
H -3.425 -2.523 -4.130
C 1.569 -2.095 2.564
H -3.531 1.047 4.095
P 0.665 2.853 -1.003
H -4.746 -0.062 -4.763
H -3.616 1.441 2.347
H -3.103 -1.518 -5.538
H -0.262 -3.882 3.474
C 2.909 -0.564 -3.902
H -0.120 -5.571 0.075
C -1.138 4.708 0.185
H -2.527 4.641 -2.018
H 0.434 1.845 2.614
C 1.845 5.308 -1.416
C -4.417 -0.018 -3.717
C 3.391 3.465 -0.824
H -1.244 -2.845 2.411
Be -1.262 -0.985 0.266
H 2.084 3.456 1.559
H 2.718 -4.083 1.072
H 3.434 -0.949 -4.772
C -2.068 2.483 -0.350
H 3.528 3.244 -1.888
H 2.744 5.079 1.199
H -2.514 -3.007 -1.170
H -2.081 0.916 -5.118
H 1.001 4.845 1.279
H -0.895 -4.526 1.952
H -0.937 0.335 -3.908
H -0.518 2.352 4.045
C 0.201 -5.127 -0.879
H 1.298 -5.109 -0.954
C -0.472 -3.629 2.424
C -0.416 -3.739 -1.081
H -5.040 -0.716 -3.145
H -0.505 5.553 -0.107
H -1.747 -2.052 -4.512
H -2.173 5.076 0.226
H -2.306 -4.769 -1.340
H 2.123 -4.621 2.659
C -3.268 0.703 3.086
H -2.153 -4.019 0.258
P -1.505 0.473 2.938
H -1.747 3.330 -2.928
H 1.297 -1.069 2.285
H 1.380 -5.260 1.201
O -1.303 -0.179 1.545
C 1.992 -1.888 -0.479
C 1.197 1.120 -0.480
C -2.630 -0.798 -2.181
C 2.174 -0.886 -1.615
H 1.369 -2.238 3.636
H -1.772 2.083 0.630
H -0.878 4.856 -2.616
H -3.066 2.939 -0.239
C -2.955 -0.459 -3.636
H -0.177 -5.790 -1.675
H -4.589 0.990 -3.320
N 1.645 0.397 -1.627
P 0.304 -2.423 0.095
C -0.151 -3.274 -2.523
O 1.204 0.640 0.655
H -0.380 -2.210 -2.677
C -0.840 -0.552 4.238
C -1.981 0.648 -4.057
C -1.572 4.119 -2.189
H 2.503 -2.819 -0.783
H 1.098 3.142 -3.485
C 1.936 4.371 0.969
H 2.550 -1.512 0.392
H 4.130 4.232 -0.547
C -1.939 -3.871 -0.813
C 2.164 0.592 -3.990
C 0.832 -3.181 1.742
H -0.873 4.368 1.193
C 1.648 1.166 -2.814
H -1.298 -0.259 5.192
H 2.480 6.097 -0.992
H 0.243 -0.389 4.319
H -3.771 -0.256 2.889
H -0.780 -3.861 -3.216
N -2.057 -0.689 -1.152
H -1.032 -1.617 4.061
H -1.065 2.807 2.423
H 0.819 5.690 -1.481
H -2.159 1.642 -1.042
H 0.898 -3.445 -2.807
H 2.657 -2.188 2.442
C 1.995 4.052 -0.533
C 1.815 -4.357 1.635

Max |F| (computed, eV/A): 1.3, 3.1, 1.3, 3.3